(1)
Density functional theory data (the ωB97M-V functional and the def2-TZVPD basis) for 2 unconnected molecules or ions with the total composition C29H42F4NO4 in a non-equilibrium geometry.

Atoms and positions in Å:
F1 1.5267 -5.0868 -3.1918
F2 -0.5291 -6.2007 -3.9903
F3 -0.8859 -4.3079 -6.0239
F4 1.2897 -5.3055 -6.0890
O1 -2.2622 2.1296 3.1705
O2 -1.2329 -1.7370 -4.3907
O3 -3.1915 -3.5179 0.1050
O4 4.3981 -0.5308 -5.0880
N1 -1.4204 3.1739 3.5920
C1 4.1679 -1.3442 -6.3268
C2 -1.1123 -5.7989 -0.9014
C3 1.2817 0.5461 -1.6004
C4 -1.2433 -4.2834 -1.5096
C5 -1.8490 2.7979 6.0589
C6 -3.1231 4.6088 4.8606
C7 2.7666 -0.9246 -7.1064
C8 0.4041 -6.2470 -0.4648
C9 -2.0890 -3.1830 -0.5762
C10 -1.2384 5.6410 3.4244
C11 3.6562 -1.1811 -3.9868
C12 -0.1617 1.3512 4.8388
C13 -0.8836 -1.1522 -1.8992
C14 1.7492 -6.7014 -0.3801
C15 -1.4677 -1.6339 -0.6181
C16 0.4517 -4.3110 -5.3268
C17 -3.1895 4.5859 2.3677
C18 -0.8150 2.7667 4.9068
C19 -0.1383 -0.6171 1.5866
C20 3.6791 -0.3594 -2.5670
C21 -0.9393 -2.2226 -3.1828
C22 -0.2392 0.3299 -2.1715
C23 0.1604 -4.8697 -3.7991
C24 -2.5160 4.1607 6.1843
C25 2.2744 -0.7495 -1.7467
C26 -0.6734 -3.8324 -2.8427
C27 -1.5263 -0.6738 0.7095
C28 -2.2218 4.4418 3.5958
C29 0.3717 3.6936 5.2947
H1 2.7074 -1.3122 -8.2113
H2 2.5177 -1.2120 -4.3420
H3 -1.8049 4.9109 6.5469
H4 0.3749 1.1201 5.7664
H5 1.3446 0.9120 -0.4908
H6 4.6320 -0.7374 -1.9571
H7 -1.7682 -5.8468 0.0953
H8 -2.6217 2.0320 5.9021
H9 -2.3480 -1.1547 1.4297
H10 -1.3678 2.5428 7.0124
H11 -4.0400 3.8958 2.4192
H12 0.5738 -1.5356 1.4373
H13 4.1009 -2.2457 -3.7790
H14 1.7658 1.4122 -2.2613
H15 -0.1858 5.3540 3.4746
H16 -3.3061 4.1058 6.9433
H17 1.1354 3.7078 4.5077
H18 2.6142 -1.0715 -0.6555
H19 -4.0473 4.0229 4.7226
H20 -0.9290 1.1060 -1.5833
H21 2.9255 -6.8597 -0.3048
H22 -0.4639 -0.6243 2.7272
H23 -3.6153 5.5967 2.3286
H24 0.5658 1.2951 4.0186
H25 5.0766 -1.1985 -7.0512
H26 0.8581 3.3411 6.2111
H27 4.1141 -2.5007 -6.0371
H28 0.3547 0.4271 1.3920
H29 -1.4099 6.4227 4.1700
H30 -1.3309 6.1048 2.4344
H31 0.9400 -3.2443 -5.3255
H32 3.8197 0.7999 -2.6891
H33 1.8250 -1.6632 -2.3230
H34 1.8919 -1.4061 -6.4539
H35 -1.9335 0.3904 0.4215
H36 2.6241 0.2474 -7.0280
H37 -3.4468 5.6526 4.9567
H38 -1.6460 -6.5447 -1.6504
H39 -0.2407 0.6159 -3.3081
H40 0.0759 4.7257 5.4980
H41 -0.8952 0.5500 4.6999
H42 -2.6657 4.4105 1.4205

**Spin multiplicity**: 2
**HOMO energy (alpha / beta)**: -0.34576 / -0.35207 Ha
**Gap between HOMO and LUMO (alpha / beta)**: 7.5 / 7.6 eV
**Energy above the lowest of the compared OMol25 structures with the same formula, charge and spin**: 630.48 kJ/mol

These are the Mulliken partial charges, in e, on atoms 1 to 6: number 1, F, carries -0.27; number 2, F, carries -0.32; number 3, F, carries -0.28; number 4, F, carries -0.30; number 5, O, carries -0.50; number 6, O, carries -0.57

=====

(2)
Density functional theory data (the ωB97M-V functional and the def2-TZVPD basis) for 8 unconnected molecules or ions with the total composition C29H42F6N2O20S2 in a non-equilibrium geometry.

Atoms and positions in Å:
S1 1.0223 1.0989 2.1228
S2 -0.5465 0.6075 0.1641
F1 -1.8058 0.1619 -2.1050
F2 0.3570 0.3993 -2.3932
F3 3.0820 -0.4005 2.8627
F4 -0.5719 -1.4674 -1.7531
F5 1.2112 -1.1703 3.4682
F6 1.9981 0.4418 4.6064
O1 4.5613 -3.0003 3.2505
O2 2.0475 3.1827 -1.9794
O3 -5.5045 -2.4101 -2.0825
O4 -2.1997 -3.6398 5.6666
O5 1.4171 -6.8283 5.4933
O6 -1.8212 0.3295 0.8249
O7 -2.4105 5.0659 0.8846
O8 0.2583 -3.8948 -3.6932
O9 -0.3296 1.9927 -0.0212
O10 3.7561 6.9330 0.2558
O11 2.0410 6.2514 1.3749
O12 -3.8716 3.6437 -0.3064
O13 1.8334 7.9982 -0.0588
O14 -0.0966 1.7277 2.8430
O15 -2.4287 -2.5811 3.7571
O16 -0.0211 6.7615 -5.7304
O17 2.0731 2.1177 1.7716
O18 -0.8751 -4.1385 3.8062
O19 2.5322 -0.7015 -0.6254
O20 -3.3401 3.4655 1.9076
N1 -2.5511 -2.8641 -4.0168
N2 0.6386 -0.0619 0.8256
C1 -0.9978 -4.7693 -3.6356
C2 -3.3041 4.0568 0.7363
C3 -0.6314 -0.1398 -1.6626
C4 1.5046 3.9736 -3.0062
C5 1.5022 -4.5942 -3.8905
C6 2.2548 4.2334 -4.0689
C7 0.2186 4.4654 -2.8999
C8 -1.7850 -2.5591 2.4513
C9 2.9011 5.1321 1.3277
C10 -2.4237 4.0696 2.8862
C11 3.7262 -3.8082 3.9195
C12 -1.1248 -3.9827 2.4183
C13 1.7023 5.1887 -5.0278
C14 2.1423 -5.7138 4.9927
C15 -1.5757 5.0669 2.0695
C16 2.6032 -4.2417 3.2476
C17 -2.3712 -4.0031 -3.1627
C18 1.7397 -5.1782 3.8367
C19 0.4732 5.8106 -4.8148
C20 1.8688 -0.0971 3.3537
C21 -3.6582 -1.9454 -3.6410
C22 4.0980 5.5319 0.4301
C23 3.1810 -5.1841 5.7893
C24 -1.7592 -3.3874 4.5333
C25 -0.3202 5.3639 -3.7981
C26 2.5741 7.1584 0.5087
C27 -5.7909 -1.0224 -1.7356
C28 3.9435 -4.2180 5.2561
C29 -5.1321 -2.5363 -3.4942
H1 -1.7083 -2.3461 -4.2204
H2 -3.1903 -4.7016 -3.3341
H3 -2.9000 4.6998 3.6372
H4 -6.0488 -0.5578 -2.6873
H5 2.2121 -3.7763 -4.0139
H6 -1.0292 -1.7738 2.4394
H7 1.4305 -5.3279 -4.6933
H8 2.3577 4.2888 0.9015
H9 -5.0322 -0.4936 -1.1586
H10 -0.5477 7.5007 -5.4176
H11 4.8918 -4.0198 5.7334
H12 1.1966 -6.7828 6.4265
H13 5.0917 5.4906 0.8761
H14 -5.1026 -3.6251 -3.5359
H15 -0.5097 4.8731 1.9504
H16 -2.4039 -3.7137 -2.1124
H17 4.1174 5.0906 -0.5664
H18 -2.4723 -2.5903 1.6058
H19 2.9908 3.0199 -2.0523
H20 -3.3858 -1.4808 -2.6933
H21 0.8533 -5.5950 3.3816
H22 -1.1532 -5.0482 -4.6778
H23 2.9890 -1.5427 -0.5525
H24 1.7124 -4.9775 -2.8920
H25 3.2776 4.8512 2.3113
H26 -1.6256 -4.7362 1.8104
H27 -5.8708 -2.2648 -4.2484
H28 -1.3186 5.7375 -3.6243
H29 -3.8543 -1.3057 -4.5014
H30 -1.6749 6.0910 2.4292
H31 -0.1493 -3.9229 1.9356
H32 -0.4168 4.1096 -2.1023
H33 3.4537 -5.4542 6.7988
H34 1.7948 -0.6177 -0.0165
H35 3.2740 3.8832 -4.1392
H36 4.3562 -2.9608 2.3135
H37 -0.7681 -5.7508 -3.2208
H38 3.0535 0.0870 -0.7930
H39 -1.9761 3.1807 3.3305
H40 2.2763 5.6176 -5.8359
H41 -6.6392 -0.9165 -1.0595
H42 2.4341 -3.9294 2.2276

**HOMO energy**: -0.31399 Ha
**Gap between HOMO and LUMO**: 6.5 eV

These are the Mulliken partial charges, in e, on atoms 1 to 6: number 1, S, carries 1.02; number 2, S, carries 1.11; number 3, F, carries -0.12; number 4, F, carries -0.18; number 5, F, carries -0.22; number 6, F, carries -0.20

=====

(3)
Density functional theory data (the ωB97M-V functional and the def2-TZVPD basis) for a molecular structure, C29H42N3O4SbSe2Si3Te2Ti.

Atoms and positions in Å:
Te1 3.8975 -2.4093 -2.0409
Te2 5.8763 -1.4448 -0.4081
Sb1 -0.6980 0.8606 -1.7053
Se1 4.9558 0.8075 -0.0128
Se2 2.4275 -0.4319 -1.9942
Ti1 2.4583 0.4378 0.5368
Si1 1.2690 3.2788 -1.1009
Si2 -1.8453 -1.7549 -3.0623
Si3 -3.2011 -1.2273 -0.2451
O1 3.3403 -3.4073 1.7063
O2 2.4789 -1.5199 0.7424
O3 2.7412 2.2379 1.4029
O4 2.9923 3.4453 3.2772
N1 2.9918 0.0579 2.4376
N2 -0.4655 3.3130 1.1875
N3 -0.7643 -1.9804 0.8711
C1 -3.2931 -0.2562 1.3597
C2 3.9904 -1.4912 4.0653
C3 -0.2298 1.1247 2.0868
C4 -0.0459 2.0442 1.0384
C5 0.6654 1.6751 -0.2205
C6 -0.1959 -2.8783 1.6713
C7 -3.6066 -3.0095 0.2388
C8 3.0469 -2.0807 1.7752
C9 0.5644 -4.1541 -0.1611
C10 -2.8957 -0.5276 -4.0399
C11 -0.0951 4.2610 -1.9996
C12 -1.0038 3.6942 2.3438
C13 4.2401 -0.4639 4.9033
C14 -0.7731 1.5355 3.2817
C15 0.0201 -3.2018 -0.9975
C16 2.1363 4.5881 -0.0683
C17 -0.7027 -2.1297 -0.4544
C18 2.9962 2.3872 2.6730
C19 3.3436 -1.2466 2.8066
C20 2.4607 2.8776 -2.5016
C21 -0.3164 -1.8872 -4.1523
C22 3.8827 0.8795 4.5097
C23 -2.4551 2.0354 -1.1782
C24 -4.7340 -0.7112 -1.2310
C25 0.4359 -4.0143 1.2144
C26 -1.1725 2.8606 3.4300
C27 3.2963 1.0618 3.3050
C28 -2.6905 -3.4393 -3.1808
C29 -1.5860 -1.2028 -1.2553
H1 1.9799 5.5583 -0.5604
H2 4.2783 -2.5095 4.3066
H3 -3.6174 -3.6862 -0.6197
H4 -2.6514 -3.7692 -4.2263
H5 0.4147 5.0628 -2.5499
H6 2.7555 3.8319 -2.9618
H7 -4.9351 -1.3828 -2.0712
H8 3.3360 -3.5990 0.7494
H9 -3.2742 -1.0471 -4.9300
H10 -2.0904 2.9702 -0.7485
H11 0.2765 -0.9668 -4.1378
H12 -2.8036 0.7163 1.3298
H13 0.1749 -3.2721 -2.0654
H14 1.1124 -4.9932 -0.5846
H15 -4.6049 -3.0283 0.6942
H16 -2.2599 0.2949 -4.3834
H17 0.3639 -2.7121 -3.9199
H18 -2.8058 -0.8319 2.1503
H19 -0.7802 4.7204 -1.2818
H20 -4.3480 -0.1058 1.6273
H21 0.0561 0.0899 1.9442
H22 -0.8856 0.8264 4.0979
H23 -0.6765 3.6873 -2.7287
H24 -3.7427 -3.4005 -2.8821
H25 1.7733 4.6402 0.9573
H26 -1.5913 3.2341 4.3572
H27 4.1022 1.7407 5.1276
H28 0.8734 -4.7243 1.9055
H29 -1.3084 4.7384 2.3999
H30 -0.6892 -2.0411 -5.1752
H31 -5.5810 -0.7888 -0.5382
H32 2.0059 2.2504 -3.2768
H33 -3.7460 -0.1010 -3.5103
H34 -0.2502 -2.6632 2.7385
H35 -3.1262 1.5682 -0.4624
H36 -3.0071 2.2539 -2.0994
H37 4.7374 -0.6349 5.8532
H38 -4.7009 0.3150 -1.6042
H39 -2.8933 -3.4005 0.9690
H40 -2.1865 -4.1909 -2.5656
H41 3.2107 4.3860 -0.0251
H42 3.3666 2.3707 -2.1538

**HOMO energy (alpha / beta)**: -0.02367 / -0.02313 Ha
**Gap between HOMO and LUMO (alpha / beta)**: 4.5 / 4.5 eV
**Charge**: -2
**Energy above the lowest of the compared OMol25 structures with the same formula, charge and spin**: 11.06 kJ/mol

These are the Mulliken partial charges, in e, on atoms 1 to 6: number 1, Te, carries -0.43; number 2, Te, carries -0.35; number 3, Sb, carries -0.25; number 4, Se, carries -0.22; number 5, Se, carries -0.17; number 6, Ti, carries -1.56

=====

(4)
Density functional theory data (the ωB97M-V functional and the def2-TZVPD basis) for 2 unconnected molecules or ions with the total composition C29H42O8 in a non-equilibrium geometry.

Atoms and positions in Å:
O1 -1.4347 -7.8258 3.0175
O2 -3.2286 -4.0238 -0.5079
O3 2.2878 2.3085 1.3483
O4 -4.0608 -7.8404 2.1034
O5 -1.9559 2.4455 -0.0662
O6 -0.5818 -4.1829 0.1801
O7 -8.4038 2.7457 0.2438
O8 0.0836 2.5837 0.9214
C1 -3.6979 -5.9277 0.8234
C2 6.3927 1.5330 -2.1725
C3 -3.9122 -1.2669 -0.5518
C4 -2.8850 -4.9463 0.2700
C5 6.9303 0.7375 1.5895
C6 1.1560 0.9712 -0.3680
C7 -6.6513 1.1047 0.0948
C8 -1.3866 -5.0014 0.6701
C9 -0.9802 -5.9798 1.6159
C10 -7.0287 2.5548 -0.0813
C11 2.2547 0.0955 -0.8751
C12 5.5977 1.1596 3.7323
C13 4.0241 1.9482 -1.2657
C14 -0.8281 2.0253 0.0418
C15 7.1488 1.5639 -0.8404
C16 -8.8326 4.0698 0.0817
C17 -0.8032 0.1266 -1.7778
C18 -5.1109 0.9420 0.0149
C19 5.1462 2.4146 -2.1842
C20 5.5604 1.0295 2.2040
C21 -1.7912 -6.9676 2.1853
C22 1.3216 1.9822 0.6988
C23 -3.2747 -6.9673 1.7122
C24 -1.4581 -1.1679 -1.2655
C25 3.2597 0.7574 -1.8301
C26 -0.1393 0.9614 -0.7433
C27 -2.4660 -1.0856 -0.1154
C28 -4.6343 -0.0278 -1.0838
C29 6.8222 0.3823 0.0945
H1 4.3922 1.6929 -0.2786
H2 1.8122 -0.7543 -1.3813
H3 -9.6405 4.1237 -0.6497
H4 7.5108 -0.4284 -0.1344
H5 -2.2448 -1.9280 0.5349
H6 5.2098 1.9791 1.8046
H7 -1.9889 -1.5951 -2.1142
H8 8.2213 1.5717 -1.0275
H9 2.7270 1.0787 -2.7273
H10 -3.9627 -2.0877 -1.2583
H11 6.9350 2.4978 -0.3183
H12 4.7496 1.7571 4.0544
H13 7.4232 -0.0744 2.1222
H14 0.0692 -5.9300 1.8983
H15 2.8009 -0.2897 -0.0122
H16 4.8632 0.2492 1.9103
H17 6.5199 1.6528 4.0271
H18 -0.0235 -0.1760 -2.4754
H19 -1.4975 0.7525 -2.3373
H20 3.3281 2.7764 -1.1561
H21 3.9635 -0.0158 -2.1382
H22 -5.5083 -0.3523 -1.6476
H23 6.1802 0.5071 -2.4690
H24 -6.4195 3.1797 0.5785
H25 -9.2247 4.4665 1.0201
H26 4.7735 2.5437 -3.2003
H27 5.4589 3.4056 -1.8506
H28 5.5025 0.1860 4.2033
H29 -7.0067 0.8251 1.0841
H30 7.5364 1.6364 1.6986
H31 -8.0283 4.7304 -0.2425
H32 7.0672 1.9296 -2.9347
H33 5.8145 0.0380 -0.1228
H34 -0.6943 -1.8957 -1.0020
H35 -4.4646 -1.6057 0.3251
H36 -7.1587 0.5022 -0.6522
H37 -6.8511 2.8948 -1.1078
H38 -2.3789 -0.1877 0.4989
H39 -4.7565 -5.9452 0.5733
H40 -3.9895 0.5007 -1.7891
H41 -4.7528 0.6319 0.9908
H42 -4.7068 1.9255 -0.2117

**HOMO energy**: -0.00422 Ha
**Gap between HOMO and LUMO**: 3.1 eV
**Charge**: -2

These are the Mulliken partial charges, in e, on atoms 1 to 6: number 1, O, carries -0.79; number 2, O, carries -0.66; number 3, O, carries -0.54; number 4, O, carries -0.76; number 5, O, carries -0.55; number 6, O, carries -0.76

=====

no.,energy (Eh)
1,-1884.68524
2,-4139.74462
3,-8892.90493
4,-1732.15291